[1]
Entry from the Open Molecules 2025 dataset: 11 unconnected molecules or ions with the total composition C24H19Cl40N3O3 (wB97M-V/def2-TZVPD).

The geometry in XYZ format:
```
89
Properties=species:S:1:pos:R:3:forces:R:3
Cl -7.43022 10.75317 -11.79481 0.1 -0.2 0.2
Cl -6.80173 5.55100 -5.39184 0.1 0.1 -0.2
Cl 1.79574 -4.09280 10.52515 0.0 -0.2 -0.2
Cl -7.27935 7.90128 -11.28321 0.0 0.2 0.1
Cl 10.92616 8.72568 0.88993 -0.1 -0.2 0.2
Cl -8.10097 9.71274 -9.17099 0.2 0.0 -0.2
Cl -6.16050 6.66731 -7.99153 0.1 -0.2 0.3
Cl -1.87610 -9.22929 5.82573 -0.1 0.3 0.0
Cl 4.55630 -2.10800 -3.72097 0.0 -0.2 -0.4
Cl 2.90339 -6.75490 10.20121 -0.1 0.2 -0.1
Cl 8.66759 8.29297 2.65938 0.2 -0.1 -0.1
Cl -7.56853 5.70777 0.81489 0.2 0.2 -0.2
Cl -2.62745 -6.91967 7.41367 0.0 -0.1 -0.2
Cl 11.29187 7.28930 3.38444 -0.2 0.1 -0.2
Cl 1.46205 -4.81352 4.67309 0.4 -0.2 0.3
Cl -5.76809 3.40545 -3.13331 0.2 -0.6 0.1
Cl -4.77833 6.21158 0.19938 -0.3 0.0 -0.1
Cl 5.83614 2.80969 0.53124 0.6 0.6 0.4
Cl 2.43826 -6.96900 3.00083 0.2 -0.1 0.6
Cl -5.61740 0.55457 -2.61825 0.0 0.2 0.1
Cl 8.24980 2.06697 1.95935 -0.2 0.2 -0.2
Cl -4.35338 7.06361 -5.75715 -0.2 -0.2 -0.1
Cl 6.25506 -3.01632 -5.89125 -0.3 -0.1 0.2
Cl 0.50787 -5.99341 8.75190 0.2 0.1 0.1
Cl 3.36895 -3.15889 -6.15003 0.2 0.0 0.2
Cl 4.18121 -5.77698 4.99188 -0.2 -0.1 -0.2
Cl -6.74512 6.15711 -1.93084 0.0 0.4 0.5
Cl 4.75074 -4.93930 -4.32294 0.0 0.3 -0.1
Cl 1.95280 -7.43520 5.82217 0.3 0.2 -0.3
Cl 9.81874 6.06215 1.20588 0.5 0.8 0.2
Cl -1.18428 -6.56100 4.92255 -0.5 -0.2 0.2
Cl -3.68037 2.35299 -1.41660 -0.5 0.4 -0.3
Cl -6.43538 2.37039 -0.50735 0.2 0.0 -0.2
Cl 8.38670 3.96315 -0.23700 -0.4 -0.5 0.0
Cl -6.72451 8.35133 -0.03210 0.0 -0.3 0.0
Cl 7.13069 4.72317 2.27949 -0.2 -0.4 -0.2
Cl -4.62634 4.43482 -6.95316 -0.2 0.2 0.1
Cl 3.07023 -4.84009 8.02785 -0.2 -0.1 0.3
Cl -5.34495 9.69627 -10.07697 -0.3 0.0 -0.1
Cl -3.95098 -7.43317 4.88363 0.3 0.0 0.2
O -2.10239 -2.10364 1.83422 -0.5 0.3 -1.5
O -0.92997 -1.75545 -1.12786 1.3 2.9 2.8
O -0.58593 2.50294 0.12960 1.8 -4.1 0.3
N -0.76586 0.09467 0.51992 -0.9 0.7 -2.1
N 0.33936 -3.91185 1.66101 0.9 -0.3 -0.6
N -5.09463 -2.47118 0.58886 0.2 0.2 -1.5
C 1.15258 -4.76800 0.71342 0.6 -0.8 0.4
C 2.06920 -5.42040 9.37652 0.0 0.0 0.0
C -0.07528 1.36421 0.15862 0.3 0.4 0.3
C -2.96738 -1.12609 1.21309 -1.4 -0.1 -0.4
C 3.99516 0.59934 -0.52271 -2.5 -1.5 0.0
C 2.47568 -4.02814 0.17520 0.0 0.2 -1.0
C -0.30968 -0.90780 -0.44562 1.2 -1.6 -1.1
C 10.17649 7.59234 2.03470 0.1 -0.1 0.0
C 2.77497 1.50611 -0.14934 -1.1 -3.8 -1.1
C 2.18316 -3.14492 -1.17342 -0.9 0.2 0.8
C -5.37527 2.17070 -1.91905 0.0 0.1 -0.1
C 2.43989 -1.60367 -0.85816 0.1 3.1 0.1
C 4.73291 -3.30545 -5.02179 0.0 0.0 -0.1
C -5.48519 5.92939 -6.52406 0.1 0.0 -0.1
C 7.40302 3.39300 1.13521 0.0 0.1 0.1
C 1.26124 -0.67376 -0.52309 1.9 2.0 0.3
C 1.39033 0.83058 -0.15673 3.1 -1.7 -1.0
C -3.88471 -1.74821 0.02082 0.1 0.1 -0.1
C -2.23176 0.22723 0.75629 -0.9 0.7 0.1
C -7.03882 9.51614 -10.58142 0.0 0.1 0.0
C -2.40984 -7.53554 5.76086 0.0 0.0 -0.1
C 2.50865 -6.24943 4.62325 0.1 -0.2 0.1
C 3.86486 -0.92810 -0.85787 -3.1 2.4 0.9
C -6.45415 6.60713 -0.23723 0.0 0.0 0.0
H 0.49431 -5.18377 -0.14316 1.1 1.0 1.2
H -1.91339 -2.82405 1.17922 0.0 0.9 0.9
H 4.80447 -1.54430 -1.10717 -1.7 1.1 0.6
H -2.70638 0.70836 -0.18582 0.7 -1.3 1.8
H 3.30930 -4.77081 -0.12870 -1.3 1.1 0.9
H 2.75072 -3.54673 -2.07734 -0.5 0.8 1.4
H -5.95708 -1.97275 0.29203 0.9 -0.4 0.4
H 5.04572 1.07860 -0.54945 -2.2 -1.3 -0.1
H 0.61807 -4.14868 2.62474 -0.3 0.3 -0.9
H 1.06337 -3.31291 -1.40341 1.8 0.7 0.2
H -3.32922 -2.52203 -0.60645 -0.2 1.3 0.9
H 2.83626 -3.27591 0.96550 -0.3 -1.5 -1.0
H -4.20021 -0.90887 -0.70924 0.6 -1.2 1.3
H 1.48006 -5.70522 1.31231 -0.7 1.8 -1.3
H 0.57914 -2.91435 1.54232 -0.2 -0.7 0.0
H -3.73185 -0.82065 2.02671 1.2 -0.4 -1.3
H -2.41319 0.99626 1.60098 0.7 -1.2 -1.4
H 2.84838 2.61427 0.09320 0.1 -1.7 -0.4
H -5.13144 -3.38151 0.08711 -0.2 0.9 0.7
```
Forces are in eV/Å.

Values from the calculation:
**Frontier orbital gap**: 8.49 eV
**HOMO level**: -0.3381 hartree
**SMILES string**: NCCCc1cccc2c1C(=O)N(C[C@H](O)CN)C2=O.ClC(Cl)(Cl)Cl.ClC(Cl)(Cl)Cl.ClC(Cl)(Cl)Cl.ClC(Cl)(Cl)Cl.ClC(Cl)(Cl)Cl.ClC(Cl)(Cl)Cl.ClC(Cl)(Cl)Cl.ClC(Cl)(Cl)Cl.ClC(Cl)(Cl)Cl.ClC(Cl)(Cl)Cl
**Lowest unoccupied orbital energy**: -0.71 eV

[2]
Entry from the Open Molecules 2025 dataset: a molecular structure, C24H19ClF3IN2O4SV (wB97M-V/def2-TZVPD).

The geometry in XYZ format:
```
56
Properties=species:S:1:pos:R:3:forces:R:3
I 6.03176 -0.01843 1.82127 -0.2 0.0 -0.2
V 0.35344 -0.60184 1.25548 -0.1 0.2 0.5
Cl 2.26410 2.63836 1.58403 0.2 -0.1 -0.1
S 0.84736 -2.71014 1.67114 -0.4 0.3 0.3
F -2.28880 -0.45235 0.04150 0.0 0.0 0.0
F -1.81327 -2.42685 0.65581 0.0 0.1 -0.1
F -0.63266 -1.49700 -0.93087 0.0 0.1 0.0
O -1.37130 -8.48272 -1.07718 0.0 -0.3 -0.1
O 0.15278 -7.88873 -2.56307 0.0 -0.1 0.0
O 2.57864 -0.15564 4.12056 -0.2 0.0 0.0
O -1.65872 -0.51565 2.71844 0.3 -0.1 -0.2
N 2.08387 -0.50284 0.20427 0.6 0.4 -0.3
N 0.49020 -0.30717 3.17073 0.3 0.0 0.2
C -0.79017 -0.38500 3.58171 0.0 0.1 0.4
C 4.58467 0.01596 -0.86792 -0.1 0.0 0.0
C 3.15984 -0.43048 0.99489 0.3 0.1 0.2
C 0.00053 -5.22745 1.36404 0.0 0.2 0.1
C -1.99350 2.78595 3.00623 -0.1 0.1 0.1
C 0.54167 -4.13492 0.69000 0.0 -0.1 -0.3
C -0.09676 1.19168 0.16795 -0.1 -0.1 -0.2
C -0.41203 -7.66533 -1.53383 0.1 0.3 0.0
C 2.23474 -0.35839 -1.11956 0.1 0.0 -0.3
C 0.63224 2.60286 2.13694 -0.4 0.1 -0.2
C -0.90035 -0.26829 5.07841 0.0 0.0 0.0
C 0.56479 -0.13365 5.51895 -0.1 0.0 -0.1
C -0.37774 1.93398 1.39461 0.2 0.3 0.3
C 0.49543 -5.37031 -1.35748 0.0 -0.1 -0.2
C -0.09981 -6.44578 -0.70582 0.0 0.0 0.2
C 4.42453 -0.16343 0.49760 0.2 0.0 0.1
C 0.81581 -4.21512 -0.67297 0.0 0.0 0.1
C 3.46640 -0.10295 -1.68442 0.0 0.0 0.1
C -1.26147 -1.27424 0.27604 -1.0 -0.7 -0.6
C -1.70083 2.08079 1.85869 0.0 -0.1 -0.1
C -0.97220 3.38359 3.73180 0.0 -0.1 0.0
C 1.37802 -0.18993 4.23070 0.4 0.0 0.3
C -0.32875 -6.37459 0.66523 0.1 0.0 -0.1
C 0.34074 3.31221 3.28339 0.1 -0.1 0.0
H 3.01966 -0.56121 2.06469 -0.1 0.0 0.0
H 0.70604 -5.47004 -2.41405 0.0 0.0 0.0
H -2.49979 1.62394 1.29106 0.0 0.0 0.0
H 1.35213 -0.44581 -1.73734 -0.1 0.0 0.1
H -0.16581 -5.16517 2.43158 0.0 0.0 0.0
H -3.02054 2.87971 3.33189 0.0 0.0 0.0
H 0.78828 1.53918 -0.35322 0.1 -0.1 0.1
H -1.39786 -1.14595 5.48976 0.0 0.0 -0.1
H 0.77056 0.80442 6.03264 0.1 0.0 0.0
H -0.72471 -7.21857 1.21725 0.0 0.0 0.0
H -1.51248 0.59760 5.32798 0.0 0.0 0.0
H -0.93808 1.14014 -0.51107 0.0 -0.1 0.0
H -1.19712 3.93430 4.63589 0.0 0.0 0.0
H -1.80442 -8.15027 -0.28616 0.0 0.1 0.1
H 1.28184 -3.38715 -1.18710 0.0 0.0 0.0
H 1.13486 3.82473 3.80891 0.0 0.0 0.0
H 0.89715 -0.94179 6.16872 0.0 0.0 0.0
H 5.55303 0.24344 -1.29215 0.0 0.0 0.0
H 3.54646 0.01825 -2.75509 0.0 0.0 0.0
```
Forces are in eV/Å.

Values from the calculation:
**Frontier orbital gap (spin up / spin down)**: 6.64 / 6.63 eV
**HOMO level (spin up / spin down)**: -0.4372 / -0.4372 hartree
**Total charge**: +1
**Lowest unoccupied orbital energy (spin up / spin down)**: -5.26 / -5.27 eV

no.,DFT total energy (Eh)
1,-19723.2391
2,-3735.8889